1.
{
  "formula": "C40H50ClIO9P",
  "method": "ωB97M-V/def2-TZVPD",
  "symbols": ["C", "O", "C", "C", "C", "C", "C", "C", "C", "C", "C", "P", "C", "C", "C", "Cl", "C", "C", "C", "I", "H", "H", "H", "H", "H", "H", "H", "H", "H", "H", "H", "H", "H", "H", "H", "H", "H", "H", "H", "H", "H", "H", "H", "H", "H", "H", "H", "H", "H", "H", "H", "H", "H", "H", "C", "C", "C", "O", "C", "C", "C", "O", "H", "H", "H", "H", "C", "C", "C", "O", "C", "C", "C", "O", "H", "H", "H", "H", "C", "C", "C", "O", "C", "C", "C", "O", "H", "H", "H", "H", "C", "C", "C", "O", "C", "C", "C", "O", "H", "H", "H", "H"],
  "xyz": [[-7.73277, -3.14458, 2.47147], [-6.54614, -3.04001, 3.24503], [-5.33025, -3.16895, 2.52978], [-4.40797, -4.20673, 3.20646], [-3.99118, -5.34706, 2.26041], [-2.59090, -5.92019, 2.57305], [-1.72892, -6.12306, 1.31917], [-0.71649, -4.98717, 1.10730], [-1.35491, -3.82588, 0.30543], [-1.27165, -2.45539, 1.01727], [-0.86917, -1.29856, 0.11823], [-2.16942, -0.72139, -1.03261], [-1.34983, -0.41464, -2.64077], [-1.56514, 0.95249, -3.34847], [-2.46977, 1.95769, -2.66463], [-2.98491, 3.16856, -3.87102], [-3.50882, -1.93876, -1.25431], [-4.81339, -1.36889, -1.83475], [-5.90643, -2.42445, -1.66500], [-4.68597, -0.94215, -3.94563], [-8.45061, -2.41825, 2.84739], [-8.17585, -4.13093, 2.60598], [-7.57325, -2.91352, 1.41977], [-4.82409, -2.19597, 2.57498], [-5.48843, -3.41445, 1.47795], [-3.51133, -3.69087, 3.54229], [-4.96825, -4.58781, 4.05193], [-4.05812, -5.02208, 1.22409], [-4.72456, -6.14373, 2.37870], [-2.73844, -6.90138, 3.01549], [-2.08563, -5.31040, 3.31718], [-1.16420, -7.04695, 1.43381], [-2.35640, -6.27510, 0.44444], [-0.43879, -4.59532, 2.07903], [0.14603, -5.34599, 0.55687], [-0.94706, -3.73239, -0.70122], [-2.40879, -4.04539, 0.16151], [-2.16737, -2.23626, 1.59842], [-0.47618, -2.54365, 1.75199], [-0.62684, -0.43168, 0.73250], [0.02261, -1.50836, -0.46489], [-2.74669, 0.40041, -0.43071], [-0.28486, -0.56358, -2.48708], [-1.67125, -1.21767, -3.29689], [-1.98254, 0.75842, -4.32870], [-0.58854, 1.38860, -3.52741], [-1.95202, 2.47740, -1.86484], [-3.38053, 1.51996, -2.27184], [-3.16539, -2.69960, -1.95021], [-3.76379, -2.41007, -0.30843], [-5.11746, -0.45866, -1.32691], [-5.51830, -3.38612, -1.99165], [-6.74296, -2.18378, -2.30908], [-6.23668, -2.50112, -0.63147], [4.64803, -1.24699, 3.64385], [3.86600, -2.11020, 3.00027], [2.45743, -1.78020, 2.68267], [1.74576, -2.56974, 2.09047], [1.94868, -0.45440, 3.10834], [2.72758, 0.41041, 3.75181], [4.14173, 0.08220, 4.06890], [4.85167, 0.87118, 4.64965], [5.67989, -1.46721, 3.88569], [4.21569, -3.08316, 2.67979], [0.91597, -0.23410, 2.86741], [2.37652, 1.38326, 4.07164], [3.61469, 1.78117, -2.44217], [4.38180, 2.65204, -3.09186], [3.80774, 3.88457, -3.68935], [4.50368, 4.67998, -4.28099], [2.34889, 4.10789, -3.53249], [1.58239, 3.23939, -2.88011], [2.16073, 2.01176, -2.28904], [1.46226, 1.21174, -1.68847], [4.01490, 0.87784, -2.00073], [5.44749, 2.50465, -3.21523], [1.95206, 5.01293, -3.97404], [0.51927, 3.38514, -2.75289], [-0.64510, 8.75207, -1.71729], [-0.65501, 7.42264, -1.66779], [0.59351, 6.65353, -1.45666], [0.58615, 5.43691, -1.41503], [1.85475, 7.41525, -1.30304], [1.86791, 8.74471, -1.35275], [0.61763, 9.51884, -1.56260], [0.62706, 10.72772, -1.60580], [-1.54455, 9.33443, -1.87052], [-1.56403, 6.84478, -1.77837], [2.75437, 6.83203, -1.15082], [2.77764, 9.32102, -1.24401], [7.35511, 2.57041, 1.17256], [6.52897, 2.00605, 0.29565], [6.90363, 0.76504, -0.42417], [6.14831, 0.24947, -1.22577], [8.23052, 0.17398, -0.13201], [9.05863, 0.73699, 0.74434], [8.68613, 1.97958, 1.46684], [9.43621, 2.49226, 2.26581], [7.10306, 3.47610, 1.70927], [5.55461, 2.42028, 0.06708], [8.48176, -0.73166, -0.66920], [10.03246, 0.32284, 0.97176]],
  "forces_ev_per_angstrom": [[-0.1, 0.2, 0.6], [-0.1, 0.0, -0.6], [0.3, 0.1, 0.8], [-0.2, 0.2, -1.0], [0.0, 0.0, 0.8], [-0.7, -0.5, -0.7], [0.9, -0.1, 0.6], [-1.1, 0.2, -0.9], [-0.4, 0.5, 0.4], [0.6, -0.6, 0.1], [-0.6, 0.3, 0.2], [0.8, -0.9, -0.2], [-0.2, 0.7, 0.1], [0.0, -0.4, -0.2], [0.2, 0.1, -0.2], [0.1, 0.1, 0.2], [-0.3, 0.7, -0.5], [-0.2, -0.5, 0.2], [0.2, 0.1, -0.4], [0.1, 0.1, 0.2], [0.0, 0.1, 0.1], [0.0, -0.2, -0.3], [0.1, -0.1, -0.2], [-0.1, 0.1, -0.2], [-0.2, -0.1, -0.1], [0.1, 0.0, 0.3], [0.2, 0.0, 0.3], [0.1, 0.1, -0.1], [-0.1, -0.1, -0.3], [0.1, -0.1, 0.3], [0.2, 0.1, 0.0], [0.0, -0.1, 0.0], [-0.1, 0.1, -0.2], [0.5, -0.1, 0.1], [0.3, 0.0, 0.2], [0.3, -0.1, -0.1], [-0.1, -0.2, -0.1], [-0.2, 0.1, -0.1], [0.1, 0.2, 0.1], [0.0, 0.2, 0.0], [0.1, -0.2, -0.1], [0.0, 0.0, -0.2], [0.1, 0.1, 0.4], [-0.2, -0.2, 0.0], [-0.1, -0.1, -0.1], [0.1, 0.2, 0.1], [0.0, 0.2, 0.1], [-0.2, -0.1, -0.1], [0.3, -0.2, 0.1], [0.2, 0.0, 0.3], [0.1, 0.3, -0.2], [0.0, -0.2, 0.0], [-0.3, 0.0, 0.1], [0.0, 0.0, 0.1], [0.0, -0.1, 0.0], [0.1, 0.0, 0.0], [0.0, -0.1, 0.0], [0.0, 0.1, 0.0], [0.0, 0.0, 0.0], [-0.1, 0.0, 0.0], [0.1, 0.0, 0.1], [0.0, 0.0, 0.0], [0.0, 0.0, 0.0], [0.0, 0.0, 0.0], [0.0, 0.0, 0.0], [0.0, 0.0, 0.0], [-0.1, -0.1, 0.0], [0.0, 0.0, 0.0], [0.1, 0.1, -0.1], [0.0, 0.0, 0.0], [-0.1, -0.1, 0.0], [0.1, -0.2, -0.2], [0.1, 0.1, 0.0], [-0.2, -0.1, 0.0], [0.0, 0.0, 0.0], [0.0, 0.0, 0.0], [0.0, 0.0, 0.0], [0.0, 0.1, 0.1], [0.0, -0.1, 0.0], [0.0, 0.0, 0.0], [0.0, 0.0, 0.0], [-0.1, 0.2, 0.2], [0.0, 0.0, 0.0], [0.0, -0.1, 0.0], [0.0, 0.1, 0.0], [0.0, 0.0, 0.0], [0.0, 0.0, 0.0], [0.0, 0.0, 0.0], [0.0, 0.0, 0.0], [0.0, 0.0, 0.0], [-0.1, 0.0, 0.0], [0.0, 0.0, 0.0], [0.0, 0.0, 0.0], [0.0, 0.0, 0.0], [0.1, 0.0, 0.0], [0.0, -0.1, -0.1], [0.1, 0.0, 0.1], [0.0, 0.0, 0.0], [0.0, 0.0, 0.0], [0.0, 0.0, 0.0], [0.0, 0.0, 0.0], [0.0, 0.0, 0.0]],
  "lowdin_charge": [-0.09, -0.18, -0.24, -0.15, -0.19, -0.18, -0.20, -0.17, -0.19, -0.24, -0.28, 1.09, -0.28, -0.33, -0.64, 0.59, -0.37, -0.80, -0.17, 0.98, 0.09, 0.09, 0.07, 0.11, 0.09, 0.10, 0.12, 0.08, 0.11, 0.11, 0.10, 0.11, 0.11, 0.10, 0.11, 0.11, 0.07, 0.11, 0.07, 0.09, 0.10, 0.07, 0.08, 0.06, 0.07, 0.09, 0.07, 0.02, 0.09, 0.08, 0.08, 0.09, 0.06, 0.06, 0.03, 0.03, -0.37, 0.08, 0.02, 0.03, -0.38, 0.12, 0.13, 0.12, 0.11, 0.13, 0.02, 0.03, -0.38, 0.12, 0.03, 0.00, -0.37, 0.06, 0.10, 0.13, 0.13, 0.10, 0.03, 0.02, -0.37, 0.07, 0.02, 0.03, -0.38, 0.13, 0.13, 0.12, 0.12, 0.13, 0.03, 0.02, -0.38, 0.08, 0.02, 0.03, -0.38, 0.13, 0.13, 0.11, 0.12, 0.13],
  "gap_ev": 7.99,
  "de_lowest_kcal_mol": 6.4,
  "total_charge": 1
}


2.
{
  "formula": "C26H21N4O3Pd",
  "method": "ωB97M-V/def2-TZVPD",
  "symbols": ["Pd", "O", "C", "C", "C", "C", "C", "C", "C", "O", "N", "N", "C", "C", "C", "C", "C", "C", "C", "O", "H", "H", "H", "H", "H", "H", "H", "H", "H", "H", "C", "N", "C", "C", "C", "C", "C", "N", "C", "C", "C", "C", "C", "C", "H", "H", "H", "H", "H", "H", "H", "H", "H", "H", "H"],
  "xyz": [[0.05918, -0.34500, -0.17574], [3.47753, 3.99986, -0.83372], [4.21265, 2.94069, -1.21210], [5.55733, 3.19681, -1.48502], [6.39631, 2.17977, -1.87538], [5.92904, 0.86627, -2.00945], [4.61292, 0.60355, -1.74129], [3.72260, 1.62152, -1.33614], [2.34965, 1.22316, -1.06002], [1.99679, 0.02284, -1.15796], [1.46778, 2.23196, -0.70544], [0.26168, 1.77375, -0.45107], [-0.66042, 2.68569, -0.15688], [-2.01944, 2.41892, -0.01722], [-2.86466, 3.53383, 0.29559], [-4.20960, 3.41985, 0.30843], [-4.82141, 2.16422, -0.01614], [-4.08142, 1.07494, -0.31968], [-2.64437, 1.12221, -0.29087], [-2.01091, 0.05325, -0.51790], [2.55400, 3.70099, -0.70409], [5.90961, 4.21417, -1.38320], [7.43503, 2.40385, -2.08374], [6.59544, 0.07525, -2.32293], [4.21922, -0.39840, -1.83717], [-0.32146, 3.71474, -0.07252], [-2.39660, 4.48723, 0.50841], [-4.82784, 4.27516, 0.54237], [-5.90170, 2.09114, -0.01548], [-4.53224, 0.12277, -0.56245], [-0.42210, 0.55614, 2.90296], [-0.26801, -0.56782, 1.96414], [-0.17642, -1.75913, 2.42789], [0.01716, -2.82545, 1.48884], [0.10020, -4.24342, 1.69662], [0.27531, -4.77862, 0.46782], [0.29896, -3.64626, -0.47530], [0.14345, -2.50821, 0.14748], [0.90092, 0.91815, 3.53634], [1.97970, 1.30163, 2.74147], [3.19082, 1.63771, 3.32169], [3.33266, 1.59814, 4.70454], [2.26213, 1.22084, 5.49924], [1.04760, 0.87638, 4.91549], [-1.15088, 0.28077, 3.66707], [-0.82700, 1.39503, 2.34001], [-0.23195, -1.96737, 3.49467], [0.03386, -4.75180, 2.64470], [0.37942, -5.81840, 0.20150], [0.42883, -3.69304, -1.54792], [1.87472, 1.35169, 1.66492], [4.02184, 1.93923, 2.69691], [4.27736, 1.86498, 5.15936], [2.36767, 1.19442, 6.57573], [0.21143, 0.58370, 5.54042]],
  "forces_ev_per_angstrom": [[-0.1, 0.2, -0.4], [-0.1, -0.3, 0.0], [-0.1, 0.2, 0.1], [0.1, 0.0, 0.0], [0.1, 0.0, 0.0], [0.0, 0.1, 0.0], [-0.1, 0.0, 0.0], [0.0, -0.1, 0.0], [0.0, 0.1, -0.1], [0.2, 0.0, 0.1], [0.1, -0.2, 0.0], [0.0, 0.3, 0.1], [0.1, -0.2, -0.1], [-0.2, 0.0, 0.0], [0.1, -0.1, 0.0], [-0.2, -0.1, 0.0], [0.0, 0.2, 0.1], [0.1, 0.0, 0.0], [0.0, 0.1, 0.0], [-0.1, -0.2, 0.2], [0.1, 0.0, 0.0], [0.0, 0.0, 0.0], [0.0, 0.0, 0.0], [0.0, 0.0, 0.0], [0.0, 0.0, 0.0], [0.0, 0.0, 0.0], [0.0, 0.0, 0.0], [0.0, 0.0, 0.0], [0.0, 0.0, 0.0], [0.0, 0.0, 0.0], [0.0, -0.1, -0.1], [0.1, 0.3, 0.2], [0.0, -0.2, -0.2], [0.0, 0.0, 0.3], [0.0, 0.3, 0.0], [0.0, 0.1, -0.4], [0.0, -0.3, 0.0], [-0.1, -0.1, 0.2], [0.0, 0.0, -0.1], [0.0, 0.0, 0.0], [0.0, 0.0, 0.0], [0.0, 0.0, 0.0], [0.0, 0.0, 0.0], [0.1, 0.0, 0.0], [0.0, 0.0, 0.1], [0.0, 0.0, 0.0], [0.0, 0.0, 0.0], [0.0, 0.0, 0.0], [0.0, 0.0, 0.0], [0.0, 0.0, 0.0], [0.0, 0.0, 0.0], [0.0, 0.0, 0.0], [0.0, 0.0, 0.0], [0.0, 0.0, 0.0], [0.0, 0.0, 0.0]],
  "lowdin_charge": [1.13, 0.07, -0.25, 0.00, -0.05, -0.07, -0.02, -0.08, -0.40, -0.09, 0.06, -0.08, -0.05, -0.13, -0.04, -0.06, -0.04, 0.00, -0.32, -0.09, 0.07, 0.13, 0.11, 0.11, 0.12, 0.14, 0.12, 0.11, 0.12, 0.12, -0.13, -0.01, -0.04, -0.20, 0.00, 0.00, -0.04, -0.01, -0.22, -0.04, -0.06, -0.07, -0.07, -0.04, 0.13, 0.11, 0.15, 0.12, 0.12, 0.13, 0.08, 0.11, 0.11, 0.11, 0.11],
  "gap_ev": [7.44, 5.02],
  "spin_multiplicity": 5,
  "total_charge": 1,
  "s_squared": 6.11
}


3.
{
  "formula": "C8H9BFNO3",
  "method": "ωB97M-V/def2-TZVPD",
  "symbols": ["O", "C", "N", "C", "B", "O", "O", "C", "C", "C", "C", "C", "C", "F", "H", "H", "H", "H", "H", "H", "H", "H", "H"],
  "xyz": [[0.26882, -0.01594, -1.70747], [0.13207, -0.04644, -0.49401], [0.24178, -1.26627, 0.14301], [0.95478, -2.44400, -0.40972], [0.35487, -3.27043, -1.62827], [-0.06904, -2.60602, -2.74362], [0.32795, -4.64422, -1.59726], [-0.12765, 1.17121, 0.30406], [-0.50882, 2.35711, -0.35630], [-0.83058, 3.52681, 0.36616], [-0.71981, 3.52166, 1.73318], [-0.31817, 2.40029, 2.36945], [0.02568, 1.24827, 1.69007], [0.32166, 0.13017, 2.43148], [0.12402, -1.28634, 1.14488], [1.99979, -2.22069, -0.61551], [0.93455, -3.29238, 0.26502], [-0.01805, -1.62620, -2.57523], [0.04034, -5.05477, -2.43123], [-0.67402, 2.31490, -1.43906], [-1.22143, 4.37896, -0.12995], [-0.94036, 4.43154, 2.25499], [-0.29837, 2.29277, 3.42532]],
  "forces_ev_per_angstrom": [[0.0, 0.6, -0.6], [0.5, -2.4, -0.1], [0.1, 0.2, 0.3], [-0.6, -0.7, -0.2], [-0.3, 1.0, -1.4], [-0.2, 0.5, 0.3], [0.1, 0.1, 0.0], [0.2, 0.7, 0.4], [-0.7, 0.3, 0.3], [0.5, -1.7, -1.0], [-0.2, 1.1, -0.6], [0.8, -1.8, 1.0], [-1.0, -0.2, -0.5], [0.0, 0.9, -0.3], [0.1, 0.1, -0.3], [0.1, 0.2, 0.0], [0.2, 0.5, 1.2], [0.1, -0.8, -0.2], [0.1, 0.4, 0.4], [0.3, 0.0, 0.5], [-0.1, 0.6, -0.5], [-0.2, 0.1, 0.5], [0.1, 0.3, 0.9]],
  "lowdin_charge": [0.06, -0.40, 0.09, -0.04, -0.65, 0.15, 0.15, -0.06, 0.02, -0.06, -0.08, -0.02, -0.18, 0.05, 0.11, 0.12, 0.11, 0.08, 0.12, 0.13, 0.10, 0.11, 0.12],
  "gap_ev": 9.84,
  "smiles": "O=C(NCB(O)O)c1ccccc1F",
  "total_charge": 0
}


4.
{
  "formula": "C3H4N2O3",
  "method": "ωB97M-V/def2-TZVPD",
  "symbols": ["C", "O", "N", "O", "N", "C", "C", "O", "H", "H", "H", "H"],
  "xyz": [[-0.38122, -0.34402, -2.57711], [0.02518, -0.85102, -1.21386], [-0.15196, 0.06007, -0.29414], [0.75974, 1.11947, -0.11153], [1.13279, 1.30140, 1.17509], [0.42667, 0.39490, 1.79393], [-0.44764, -0.37572, 0.98010], [-1.25675, -1.16383, 1.17118], [-0.34300, -1.47523, -3.04215], [-1.46521, 0.34196, -2.72242], [0.53968, 0.25054, -3.27116], [0.59044, 0.46448, 2.92122]],
  "forces_ev_per_angstrom": [[0.7, -1.3, -3.0], [0.4, 1.2, -3.2], [-0.8, 2.7, 2.2], [2.1, 1.0, -3.5], [-2.4, -2.6, -0.1], [2.5, 2.8, 4.6], [2.5, 2.4, -1.5], [-4.1, -4.5, 1.9], [-0.9, 3.2, 0.5], [3.3, -2.5, 1.1], [-2.6, -1.5, 2.8], [-0.7, -0.8, -1.7]],
  "lowdin_charge": [-0.07, -0.09, -0.11, -0.05, 0.12, -0.04, -0.50, 0.18, 0.12, 0.16, 0.14, 0.15],
  "gap_ev": 9.60,
  "smiles": "COn1oncc1=O",
  "de_lowest_kcal_mol": 184.1,
  "total_charge": 0
}


5.
{
  "formula": "C5H8N2",
  "method": "ωB97M-V/def2-TZVPD",
  "symbols": ["C", "C", "C", "C", "N", "C", "N", "H", "H", "H", "H", "H", "H", "H", "H"],
  "xyz": [[0.51495, -0.67808, -1.00774], [0.07543, 0.33251, -0.02273], [-1.39532, 0.15364, 0.41573], [-1.64121, -1.31858, 0.48275], [-0.90135, -2.05437, -0.13890], [1.03339, 0.89637, 0.95655], [0.46039, 1.75328, -0.08377], [0.14356, -0.53244, -2.02539], [1.57192, -0.95147, -0.97541], [-0.08849, -2.44788, -0.60639], [-2.07565, 0.55070, -0.35009], [-1.62015, 0.68372, 1.34572], [2.07671, 0.59563, 0.87158], [0.70945, 1.13082, 1.96925], [1.13638, 1.88614, -0.83114]],
  "forces_ev_per_angstrom": [[0.2, 0.3, -0.2], [-0.1, -0.2, 0.1], [0.0, 0.1, 0.0], [0.5, -0.2, -0.4], [-0.4, 0.2, 0.3], [0.1, -0.1, 0.3], [0.1, 0.1, -0.3], [0.0, -0.1, 0.1], [-0.2, 0.0, 0.0], [-0.1, 0.0, 0.0], [0.1, -0.1, 0.1], [0.0, -0.1, -0.1], [-0.2, 0.1, 0.0], [0.0, 0.0, -0.2], [-0.1, 0.0, 0.1]],
  "lowdin_charge": [-0.02, -0.54, -0.12, -0.13, 0.13, -0.13, 0.05, 0.07, 0.06, 0.10, 0.12, 0.11, 0.11, 0.10, 0.09],
  "gap_ev": [7.80, 7.95],
  "de_lowest_kcal_mol": 131.5,
  "total_charge": 0
}